1.
{"formula": "C38H53BeN4OP2", "method": "wB97M-V/def2-TZVPD", "elements": ["P", "P", "O", "N", "N", "N", "N", "C", "C", "C", "C", "C", "C", "C", "C", "C", "C", "C", "C", "C", "C", "C", "C", "C", "C", "C", "C", "C", "C", "C", "C", "C", "C", "C", "C", "C", "C", "C", "C", "C", "C", "C", "C", "C", "C", "Be", "H", "H", "H", "H", "H", "H", "H", "H", "H", "H", "H", "H", "H", "H", "H", "H", "H", "H", "H", "H", "H", "H", "H", "H", "H", "H", "H", "H", "H", "H", "H", "H", "H", "H", "H", "H", "H", "H", "H", "H", "H", "H", "H", "H", "H", "H", "H", "H", "H", "H", "H", "H", "H"], "positions_angstrom": [[-1.473243, -1.744327, 2.287941], [1.197562, 1.553930, -2.248508], [0.720962, 0.001375, 3.345513], [-2.858621, 3.335346, 0.124817], [-0.775858, -0.487376, -1.533171], [0.987259, 0.029258, 0.410322], [-1.128929, 1.988625, -0.068720], [0.475006, 2.915278, -3.351641], [1.634792, -3.191322, -0.718468], [-2.620881, -1.225931, 4.697854], [1.014888, -1.161834, 0.597030], [1.127472, 3.022162, -4.742331], [-1.717085, -2.715458, -2.831528], [3.869718, -3.598025, 0.923027], [3.626019, -4.437431, -0.172483], [0.600333, 4.246714, -2.599525], [2.514757, -4.242528, -0.994300], [-3.026579, 0.516465, 2.899113], [-2.054203, -2.513306, -1.492561], [-1.460061, -1.078725, 0.627914], [3.824457, 2.130688, -3.186307], [-4.240123, -1.690589, 2.859222], [0.327499, -3.611592, 3.241573], [-0.318015, -0.774310, -2.760995], [-0.147584, -0.740803, 3.127361], [3.249254, 2.697700, -0.774555], [3.666365, 0.346327, -1.468448], [-0.448491, 5.493243, 2.031928], [-2.031491, -4.334942, 3.409569], [-1.047668, -3.526691, 2.538683], [-1.007371, 2.577129, -3.581787], [-1.711968, 5.158980, 1.507104], [0.840640, 0.076357, -3.298137], [-1.463494, -1.440697, -0.779290], [1.841247, -2.358662, 0.409497], [0.461413, 3.305341, 1.418356], [2.995821, -2.539595, 1.195075], [-0.750267, 3.053777, 0.771548], [0.623108, 4.583451, 1.986202], [3.068457, 1.689061, -1.924476], [-0.793841, -1.877392, -3.456112], [-0.966317, -4.185636, 1.153230], [-1.817765, 3.923940, 0.870826], [-2.421511, 2.180447, -0.404831], [-2.908259, -0.996789, 3.199462], [-0.112933, 0.770758, -0.609397], [0.180812, 4.189701, -1.586275], [-3.365084, -0.660651, 5.276203], [-5.053392, -1.106680, 3.316241], [1.756999, -0.537521, -3.284170], [-2.731552, -2.286175, 4.961397], [-1.617745, -5.355110, 3.479064], [-1.754553, -0.010945, 0.775615], [1.087335, 2.080841, -5.304240], [0.796414, -3.003733, -1.393408], [-2.170819, -3.522908, -3.404963], [-3.019799, 1.543358, -1.046890], [-3.808129, 3.687665, 0.041553], [0.038721, 5.011797, -3.153433], [-1.131727, 1.656895, -4.167444], [1.641222, 4.590474, -2.530024], [-1.564421, 2.473030, -2.644270], [-0.399697, -2.047390, -4.453459], [0.551801, 3.765959, -5.314506], [-4.289117, -2.701637, 3.287800], [3.219296, -1.823065, 1.988433], [2.164237, 3.368604, -4.712206], [0.667151, 0.362476, -4.346335], [3.590660, 1.483923, -4.043976], [3.602470, -0.428115, -2.244988], [1.186436, 2.496689, 1.501478], [2.780786, 3.670071, -0.975308], [-0.223857, -3.685781, 0.523191], [-2.067539, 1.047719, 2.952585], [4.324506, 2.865282, -0.611328], [-2.580678, 5.816012, 1.567007], [-1.930645, -4.173055, 0.623566], [4.904691, 2.034673, -2.994003], [-3.034857, -4.408045, 2.968911], [-2.752968, -3.170313, -0.967376], [-2.092600, -3.952852, 4.437076], [-4.428739, -1.756450, 1.780386], [3.190621, -0.021432, -0.554637], [1.591134, 4.874184, 2.399051], [2.332236, -4.903098, -1.851754], [4.310153, -5.265070, -0.372966], [-1.459215, 3.398666, -4.156399], [4.733536, 0.515864, -1.248181], [2.822344, 2.300395, 0.155373], [-0.642254, -5.228920, 1.280766], [-3.690337, 0.966190, 3.657752], [1.124844, -3.161342, 2.637916], [0.565377, -4.679918, 3.373014], [0.301124, -3.141335, 4.235891], [3.636782, 3.179202, -3.447123], [-0.287205, 6.473258, 2.488567], [-1.612365, -0.888412, 4.976914], [4.741012, -3.764778, 1.561789], [-3.497880, 0.709411, 1.926523]], "forces_ev_per_angstrom": [[0.820, 2.375, -2.836], [-0.466, -0.008, -0.111], [0.542, 0.995, -0.495], [-0.355, 0.332, 0.331], [0.122, -0.441, 0.408], [0.092, -0.156, -0.497], [-1.600, 0.122, 0.152], [0.662, -0.144, 0.053], [0.145, -0.227, 0.009], [-0.271, 0.293, 0.268], [1.726, -0.555, 0.923], [-0.099, 0.342, -0.052], [-0.411, 0.072, 0.665], [-0.504, 0.226, -0.150], [0.224, -0.351, 0.214], [-0.124, 0.204, -0.192], [-0.238, 0.379, 0.254], [-0.109, -0.026, 0.149], [0.326, -0.432, -0.225], [-3.208, -0.957, 0.052], [0.299, 0.070, 0.109], [-0.033, -0.118, -0.040], [0.087, -0.053, 0.003], [-0.023, -0.089, -0.266], [-1.220, -2.350, 1.004], [-0.013, 0.054, 0.010], [-0.156, -0.101, 0.065], [-0.754, -0.085, -0.370], [-0.112, -0.011, 0.062], [0.298, -0.486, 0.446], [-0.036, -0.018, 0.083], [0.451, 0.237, 0.319], [0.122, -0.232, -0.197], [-0.159, 1.015, 0.574], [0.336, 1.194, -1.124], [0.091, 0.586, 0.239], [0.254, -0.334, 0.112], [-0.081, -0.702, -0.399], [-0.148, -0.949, -0.283], [-0.185, 0.102, -0.389], [0.593, 0.533, -0.108], [-0.009, 0.135, -0.229], [-0.592, 0.382, -0.399], [1.992, 0.582, 0.841], [-0.020, -0.367, 0.674], [1.068, -0.137, 0.159], [0.099, -0.010, -0.155], [0.190, -0.141, -0.007], [0.195, -0.152, -0.137], [-0.413, -0.045, -0.055], [0.065, 0.461, -0.024], [-0.200, 0.341, -0.092], [0.792, -1.002, -0.039], [0.027, 0.205, 0.127], [0.172, -0.035, 0.226], [0.080, 0.097, 0.246], [0.196, 0.028, 0.175], [0.430, -0.089, -0.002], [0.122, -0.053, 0.131], [-0.011, 0.199, 0.143], [-0.263, -0.127, -0.030], [0.166, 0.041, -0.246], [-0.221, -0.183, 0.125], [0.156, -0.182, 0.035], [0.015, 0.327, -0.175], [-0.111, -0.269, -0.129], [-0.326, -0.103, -0.003], [0.078, -0.195, 0.347], [0.032, 0.228, 0.160], [0.061, 0.150, 0.187], [0.068, 0.425, -0.187], [0.147, -0.225, 0.023], [-0.318, -0.211, 0.208], [-0.107, -0.090, -0.027], [-0.249, -0.042, -0.055], [0.400, -0.015, 0.052], [0.301, -0.114, 0.355], [-0.259, 0.048, -0.053], [0.268, 0.038, 0.155], [0.308, 0.262, -0.361], [-0.028, -0.184, -0.378], [0.097, 0.089, 0.166], [0.035, 0.030, -0.228], [-0.372, -0.192, 0.023], [0.119, 0.368, 0.380], [-0.212, 0.276, 0.040], [0.076, -0.186, 0.124], [-0.312, -0.052, -0.128], [0.140, 0.039, -0.271], [-0.130, 0.255, 0.015], [0.254, -0.222, -0.195], [-0.262, -0.114, 0.283], [-0.056, 0.337, -0.051], [0.032, -0.142, -0.296], [0.021, -0.288, 0.058], [-0.171, -0.372, -0.154], [-0.413, -0.070, 0.054], [-0.264, 0.124, -0.288], [0.231, -0.162, 0.112]], "charge": 1, "fmax_ev_per_a": 3.79, "gap_ev": [4.9, 5.9], "lumo_ha": [-0.081, -0.081]}

2.
{"formula": "C5H12N2O2", "method": "wB97M-V/def2-TZVPD", "elements": ["O", "O", "N", "N", "C", "C", "C", "C", "C", "H", "H", "H", "H", "H", "H", "H", "H", "H", "H", "H", "H"], "positions_angstrom": [[-1.627849, 0.589790, 1.584389], [2.570329, -0.438660, 1.809509], [3.676919, 1.520309, 1.587619], [0.493080, -0.074100, 1.085959], [0.219180, -0.318790, -0.317290], [2.518369, 2.212459, 1.057630], [-0.475380, 0.366650, 1.924709], [3.608339, 0.204700, 1.933229], [4.893478, -0.387100, 2.472219], [-0.119020, 0.603480, -0.818940], [1.429759, -0.232250, 1.465629], [4.723688, -1.448919, 2.717839], [-0.559630, -1.090539, -0.437540], [2.172039, 1.743009, 0.121530], [2.790979, 3.260069, 0.845940], [4.560488, 2.022199, 1.705649], [5.217748, 0.137970, 3.386419], [1.687749, 2.204829, 1.783309], [-0.110180, 0.507210, 2.970919], [1.141280, -0.669660, -0.810460], [5.702017, -0.323860, 1.724639]], "forces_ev_per_angstrom": [[-0.124, 0.184, 0.395], [4.994, -1.144, 1.714], [0.465, -0.605, 0.299], [-3.732, 0.588, -0.351], [-0.178, 0.019, 0.139], [-0.314, 0.619, -0.228], [0.340, -0.464, -1.202], [0.837, 1.210, -0.075], [0.096, -0.515, 0.159], [-0.002, -0.325, 0.072], [-1.437, 0.376, -0.642], [0.065, 0.538, -0.129], [0.215, 0.324, -0.077], [0.106, 0.183, 0.432], [-0.072, -0.490, 0.108], [-0.694, -0.462, -0.072], [-0.149, -0.143, -0.384], [0.364, -0.011, -0.369], [-0.148, -0.034, -0.301], [-0.298, 0.113, 0.241], [-0.336, 0.039, 0.273]], "e_above_lowest_kj_mol": 154.9, "charge": 0, "fmax_ev_per_a": 5.40, "gap_ev": 8.8, "lumo_ha": 0.013}

3.
{"formula": "C6H2InO4", "method": "wB97M-V/def2-TZVPD", "elements": ["In", "O", "O", "O", "O", "C", "C", "C", "C", "C", "C", "H", "H"], "positions_angstrom": [[4.937242, 4.376106, 10.131107], [6.419635, 2.197016, 16.575975], [6.872158, 4.756404, 11.874257], [4.731254, 3.317578, 12.394030], [8.679011, 3.581070, 15.997267], [5.485908, 2.721443, 14.528767], [5.608207, 3.374667, 13.251242], [7.782009, 3.527036, 15.199591], [6.534232, 2.744477, 15.517430], [6.834045, 4.174509, 12.950220], [7.863750, 4.248372, 13.949671], [8.736110, 4.871840, 13.783226], [4.532790, 2.242720, 14.730716]], "forces_ev_per_angstrom": [[0.095, 0.040, 0.109], [-0.111, -0.380, 0.583], [0.231, 0.189, -0.322], [-0.279, -0.063, -0.137], [0.343, 0.021, 0.234], [-0.221, 0.620, -0.941], [0.095, -0.351, 0.403], [0.354, 0.101, 0.202], [-0.080, -0.046, 0.027], [-0.040, 0.038, 0.120], [-0.537, 0.021, -0.392], [0.032, -0.031, -0.071], [0.118, -0.159, 0.184]], "e_above_lowest_kj_mol": 0.0, "charge": 1, "fmax_ev_per_a": 1.15, "gap_ev": 5.2, "lumo_ha": -0.322}

> What is the formula in the third record?

C6H2InO4